The following is a quantum chemistry calculation of C5H5ClSi in the gas phase at a distorted geometry, from OMol25.

* energy above the lowest of the compared OMol25 structures with the same formula, charge and spin: 0.4661 eV
* Kohn-Sham gap: 0.3918 Eh
* lowest unoccupied orbital energy: 0.66 eV
* structure (SMILES): C#C[Si](C)(Cl)C#C
* HOMO level: -10.000 eV

Geometry as XYZ:
```
12
Properties=species:S:1:pos:R:3:lowdin_charge:R:1
C -0.729 1.244 2.407 0.057
C -0.453 0.557 1.444 -0.263
Si -0.129 -0.643 0.124 0.156
C -1.116 0.193 -1.676 -0.171
Cl -1.294 -2.222 0.716 0.318
C 1.708 -0.729 -0.097 -0.211
C 2.878 -0.670 -0.092 0.050
H -1.062 1.841 3.221 0.023
H -0.400 1.010 -1.926 -0.001
H -1.196 -0.559 -2.472 -0.007
H -2.127 0.702 -1.533 0.029
H 3.919 -0.724 -0.117 0.022
```

The following is a quantum chemistry calculation of a molecular structure, C5H5CuN5O4 at a distorted geometry, from OMol25.

* charge: +2
* <S²>: 0.754
* multiplicity: 2
* Kohn-Sham gap (alpha / beta): 0.2918 / 0.2151 Eh
* lowest unoccupied orbital energy (alpha / beta): -9.09 / -11.17 eV
* HOMO level (alpha / beta): -17.033 / -17.023 eV

Geometry as XYZ:
```
20
Properties=species:S:1:pos:R:3:mulliken_spin:R:1
Cu -1.250 0.741 -0.090 0.680
O -2.654 -1.975 0.769 -0.017
C -2.099 -0.986 0.536 0.112
C -0.481 2.488 -0.510 0.104
O 0.061 3.457 -0.824 -0.013
C -1.482 1.379 1.863 0.070
O -1.647 1.776 2.930 -0.013
C -1.403 0.167 -2.031 0.040
O -1.078 -0.297 -3.057 -0.008
H -3.219 1.142 -0.356 0.002
H -2.882 1.820 -0.557 0.004
N 2.840 -2.128 1.162 0.000
N 2.117 -1.332 0.424 0.000
N 2.585 -0.810 -0.713 0.003
C 1.508 -0.057 -1.062 0.000
N 0.519 -0.126 -0.161 0.037
N 0.892 -1.015 0.802 -0.001
H 2.441 -2.441 2.010 0.000
H 3.743 -2.335 0.831 0.000
H 1.488 0.533 -1.965 0.000
```

The following is a quantum chemistry calculation of C5H5F in the gas phase at a distorted geometry, from OMol25.

* energy above the lowest of the compared OMol25 structures with the same formula, charge and spin: 3.0336 eV
* Kohn-Sham gap: 0.3922 Eh
* lowest unoccupied orbital energy: 1.08 eV
* structure (SMILES): C#C[C@H]1C[C@H]1F
* HOMO level: -9.597 eV

Geometry as XYZ:
```
11
Properties=species:S:1:pos:R:3:lowdin_charge:R:1
C 2.211 -0.904 -0.221 0.141
C 1.076 -0.695 0.276 -0.075
C -0.261 -0.186 0.662 -0.293
C -0.616 1.218 0.167 -0.001
C -1.153 -0.104 -0.481 -0.278
F -0.446 -0.694 -1.509 -0.009
H 3.186 -1.095 -0.477 -0.007
H -0.595 -0.632 1.597 0.132
H 0.199 1.664 -0.402 0.108
H -1.411 1.905 0.502 0.105
H -2.190 -0.478 -0.114 0.177
```